Record 1
Entry from the OMol25 dataset: a structure of composition C48H47AsInN5O3 (ωB97M-V with the def2-TZVPD basis set).

Summary:
- charge = +2
- LUMO energy (eV) = -5.97
- Kohn-Sham gap (eV) = 6.78
- E_HOMO (Eh) = -0.4686

Geometry (Å):
In -0.19 0.99 -0.04
C 1.39 0.37 -4.50
O 2.45 0.44 -3.54
C 1.88 0.64 -2.36
N 0.61 0.82 -2.33
C 0.13 0.83 -3.71
C -1.14 0.04 -3.96
C -2.07 -0.15 -2.95
C -3.29 -0.75 -3.20
C -3.58 -1.21 -4.47
C -2.66 -1.04 -5.49
C -1.45 -0.41 -5.24
C 2.72 0.68 -1.16
C 4.11 0.69 -1.20
C 4.80 0.75 0.01
C 4.09 0.76 1.20
C 2.70 0.73 1.14
N 2.05 0.72 -0.01
C 1.84 0.68 2.33
N 0.56 0.77 2.26
C 0.03 0.73 3.62
C 1.30 0.40 4.46
O 2.38 0.54 3.52
C -1.13 -0.22 3.83
C -1.58 -0.46 5.12
C -2.66 -1.30 5.34
C -3.32 -1.88 4.28
C -2.89 -1.63 2.99
C -1.79 -0.81 2.77
H 1.32 -0.66 -4.85
H 1.63 1.03 -5.33
H -0.10 1.88 -3.96
H -1.85 0.19 -1.94
H -4.01 -0.86 -2.40
H -4.54 -1.68 -4.67
H -2.88 -1.41 -6.48
H -0.76 -0.24 -6.05
H 4.63 0.65 -2.14
H 5.87 0.78 0.01
H 4.60 0.79 2.16
H -0.33 1.75 3.84
H 1.29 -0.63 4.82
H 1.48 1.09 5.28
H -1.10 0.02 5.96
H -2.99 -1.48 6.35
H -4.18 -2.52 4.44
H -3.40 -2.07 2.14
H -1.46 -0.64 1.75
C -0.30 4.25 -2.40
N -0.06 5.04 -1.21
C -0.13 6.48 -1.37
C -0.53 7.12 -0.05
C 0.47 6.66 0.99
N 0.52 5.21 1.02
C 0.93 4.61 2.27
C 0.37 4.45 -0.08
O 0.60 3.21 -0.04
H -1.13 4.68 -2.95
H -0.54 3.23 -2.11
H 0.59 4.24 -3.05
H -0.86 6.71 -2.15
H 0.84 6.86 -1.70
H -1.54 6.80 0.23
H -0.53 8.20 -0.14
H 0.19 7.02 1.98
H 1.47 7.06 0.75
H 0.39 5.10 3.08
H 2.00 4.71 2.43
H 0.67 3.55 2.25
C 3.07 -4.18 -3.02
C 3.30 -4.28 -1.66
C 2.50 -3.58 -0.77
C 1.46 -2.79 -1.24
C 1.24 -2.69 -2.61
C 2.05 -3.38 -3.50
As 0.19 -1.92 -0.05
C 0.52 -2.78 1.65
C 1.60 -2.61 2.50
C 1.66 -3.33 3.69
C 0.63 -4.18 4.04
C -0.45 -4.36 3.20
C -0.51 -3.68 1.99
C -1.51 -3.89 0.95
C -2.55 -4.81 0.98
C -3.34 -5.01 -0.14
C -3.10 -4.30 -1.30
C -2.10 -3.34 -1.34
C -1.31 -3.14 -0.22
H 3.69 -4.73 -3.71
H 4.09 -4.91 -1.29
H 2.67 -3.68 0.29
H 0.41 -2.09 -2.98
H 1.87 -3.31 -4.56
H 2.41 -1.93 2.24
H 2.51 -3.22 4.34
H 0.68 -4.74 4.97
H -1.25 -5.04 3.47
H -2.74 -5.39 1.88
H -4.13 -5.74 -0.11
H -3.69 -4.49 -2.19
H -1.91 -2.77 -2.25
C -2.24 1.75 0.29
H -2.95 0.93 0.36
H -2.50 2.42 -0.51
H -2.18 2.28 1.24

Record 2
Entry from the OMol25 dataset: the ion C5H6NO with charge +1 (ωB97M-V with the def2-TZVPD basis set).

Summary:
- structure (SMILES) = O=CC[N@@+]12C=C1C2
- charge = +1
- LUMO energy (eV) = -6.27
- Kohn-Sham gap (eV) = 8.67
- E_HOMO (Eh) = -0.5490

Geometry (Å):
O -1.99 0.99 0.23
C -1.90 -0.18 0.06
C -0.54 -0.88 -0.17
N 0.48 -0.04 0.34
C 1.83 -0.39 0.52
C 1.99 0.58 -0.35
C 0.71 1.30 -0.18
H -2.75 -0.88 0.03
H -0.50 -1.86 0.32
H -0.48 -1.05 -1.26
H 2.29 -1.27 0.93
H 0.73 2.08 0.58
H 0.14 1.60 -1.06

Record 3
Entry from the OMol25 dataset: a cluster of 2 separate species, C3H9NO2S in total (ωB97M-V with the def2-TZVPD basis set).

Summary:
- structure (SMILES) = O=CNCCS.O
- charge = 0
- LUMO energy (eV) = 0.69
- Kohn-Sham gap (eV) = 10.22
- E_HOMO (Eh) = -0.3502

Geometry (Å):
O -1.61 -1.27 -0.03
C -0.90 -0.69 -0.81
N -0.52 0.62 -0.63
C 0.81 1.11 -0.91
C 1.93 0.58 0.00
S 2.17 -1.22 -0.04
H -0.62 -1.12 -1.78
H -0.89 0.89 0.28
H 1.05 0.87 -1.94
H 0.77 2.19 -0.76
H 2.88 1.03 -0.25
H 1.65 0.80 1.04
H 1.71 -1.36 -1.30
O -3.03 -0.49 2.38
H -2.66 -0.92 1.59
H -2.75 -1.01 3.14

Calculated ΔE to the lowest compared entry with this formula, charge and spin, 8.3; 132.0; 25.5 kcal/mol (same order as the records).